{
  "formula": "C4H12N4",
  "method": "ωB97M-V with the def2-TZVPD basis set",
  "elements": ["C", "C", "C", "N", "N", "C", "N", "N", "H", "H", "H", "H", "H", "H", "H", "H", "H", "H", "H", "H"],
  "positions_angstrom": [[-0.76064, 0.47932, -0.05348], [-0.87811, 0.85469, -2.59899], [2.30428, -1.24119, 1.29474], [0.41651, -0.32674, 0.12921], [-1.01973, -0.06857, -1.46685], [1.06203, -0.37161, 1.31463], [-1.88171, 0.15958, 0.80095], [0.64141, 0.29164, 2.34867], [-0.04142, -0.73217, -1.12289], [-1.90500, -0.57033, -1.45756], [-0.56465, 1.55943, -0.12808], [-1.49585, -0.01979, 1.72653], [-2.50292, 0.95703, 0.89362], [1.25737, 0.14873, 3.14351], [-0.96133, 0.30106, -3.53387], [-1.63805, 1.63843, -2.57570], [0.10902, 1.31320, -2.54941], [3.09546, -0.74468, 0.72764], [2.66712, -1.43494, 2.30442], [2.09622, -2.19309, 0.80291]],
  "e_above_lowest_kcal_mol": 42.4,
  "orbital_gap_ev": 8.63,
  "total_energy_ha": -378.57073,
  "largest_force_ev_per_a": 0.24
}